Here is a single C4H5NO molecule in a non-equilibrium geometry from OMol25. Energies are from ωB97M-V/def2-TZVPD.

## Properties
HOMO energy, Ha: -0.3678
SMILES: C#CCC(N)=O
ΔE to the lowest compared entry with this formula, charge and spin, eV: 1.536
Orbital gap, eV: 10.86
DFT total energy, eV: -7764.99085

Each line ends with the Mulliken charge.
CARTESIAN COORDINATES (ANGSTROEM)
C1 2.31 0.16 -0.13  0.24
C2 1.24 -0.38 -0.08  -0.62
C3 -0.11 -1.02 0.12  -0.36
C4 -1.28 -0.10 -0.06  0.34
N1 -0.94 1.23 0.13  -0.40
O1 -2.45 -0.45 -0.18  -0.60
H1 3.28 0.59 -0.18  0.40
H2 -0.23 -1.91 -0.60  0.27
H3 -0.08 -1.55 1.16  0.24
H4 -1.76 1.87 -0.05  0.26
H5 0.01 1.55 -0.11  0.22